Below is one molecule with the formula C6H9N at a distorted geometry, with properties calculated with ωB97M-V/def2-TZVPD.

Element x y z (Å)
N -0.989 0.870 0.074
C 0.426 -2.306 1.206
C 0.820 -0.307 -0.393
C -0.003 -1.072 0.499
C 0.534 2.080 -1.449
C -1.084 -0.293 0.795
C 0.180 0.874 -0.640
H -1.653 1.621 0.122
H -0.318 2.417 -2.040
H 1.079 -2.033 2.034
H 0.853 2.902 -0.804
H 1.356 1.838 -2.114
H -1.975 -0.617 1.308
H -0.436 -2.884 1.532
H 1.033 -2.927 0.544
H 1.860 -0.546 -0.555

Results
SMILES = Cc1c[nH]c(C)c1
Electronic energy = -288.7724 Eh
F_max = 1.1 eV/A
Gap between HOMO and LUMO = 8.89 eV